This record from the OMol25 dataset describes a molecular structure, C54H48CrN3O2PSSb2 at a distorted geometry. The level of theory is ωB97M-V/def2-TZVPD.

Last column: Mulliken spin population.
Positions of all 112 atoms, in Å:
Cr  12.766  11.722  16.600  3.48
C  16.995  7.088  15.523  0.00
C  17.547  7.724  16.652  0.00
C  16.964  8.912  17.110  0.00
C  15.812  9.383  16.481  -0.04
C  15.136  8.593  15.540  0.05
C  15.833  7.500  14.983  0.00
P  15.173  11.043  16.780  -0.13
C  16.586  12.070  16.651  -0.01
C  16.777  13.127  17.514  0.00
C  17.892  13.935  17.343  0.00
C  18.853  13.674  16.303  0.00
C  18.682  12.557  15.488  0.00
C  17.527  11.840  15.634  -0.01
C  14.614  11.092  18.528  -0.03
C  15.193  10.642  19.696  -0.03
C  14.384  10.765  20.827  0.04
C  13.073  11.185  20.843  -0.02
C  12.519  11.655  19.667  0.05
C  13.328  11.605  18.490  -0.24
H  17.536  6.241  15.181  0.00
H  18.371  7.392  17.190  0.00
H  17.576  9.452  17.839  0.00
H  14.281  9.022  15.036  -0.02
H  15.470  6.961  14.092  0.00
H  16.067  13.309  18.291  0.00
H  18.131  14.806  17.975  0.00
H  19.551  14.403  15.954  0.00
H  19.351  12.337  14.593  0.00
H  17.341  10.995  14.970  0.00
H  16.230  10.233  19.748  0.00
H  14.844  10.526  21.745  0.00
H  12.435  11.361  21.746  0.00
H  11.531  12.132  19.618  0.00
C  11.491  9.502  13.298  -0.01
C  12.585  10.566  13.233  -0.08
C  13.671  10.130  12.282  0.01
Sb  15.442  11.244  12.323  0.01
C  16.123  10.294  10.571  0.00
C  15.419  10.332  9.360  0.00
C  15.922  9.784  8.224  0.00
C  17.144  9.048  8.271  0.00
C  17.822  9.033  9.424  0.00
C  17.412  9.660  10.562  0.00
C  14.696  13.078  11.500  0.00
C  15.572  14.175  11.303  0.00
C  15.046  15.399  10.919  0.00
C  13.651  15.558  10.860  0.00
C  12.824  14.408  10.846  0.00
C  13.362  13.210  11.160  0.00
Sb  10.373  9.613  11.452  0.00
C  8.833  8.373  12.112  0.00
C  8.057  8.717  13.237  0.00
C  7.203  7.777  13.834  0.00
C  7.046  6.464  13.271  0.00
C  7.780  6.162  12.139  0.00
C  8.746  7.082  11.634  0.00
C  11.593  8.305  10.248  0.00
C  12.378  7.407  10.894  0.00
C  13.320  6.650  10.125  0.00
C  13.343  6.741  8.756  0.00
C  12.507  7.710  8.134  0.00
C  11.666  8.497  8.866  0.00
H  10.825  9.639  14.155  0.01
H  12.025  8.557  13.541  0.00
H  13.047  10.714  14.280  0.03
H  12.259  11.584  12.958  0.00
H  13.333  10.054  11.286  0.00
H  14.037  9.155  12.540  0.00
H  14.494  10.870  9.385  0.00
H  15.377  9.791  7.324  0.00
H  17.425  8.377  7.341  0.00
H  18.784  8.604  9.381  0.00
H  18.067  9.664  11.395  0.00
H  16.604  13.972  11.245  0.00
H  15.705  16.171  10.583  0.00
H  13.121  16.457  10.547  0.00
H  11.807  14.554  10.531  0.00
H  12.652  12.350  11.239  0.00
H  8.275  9.622  13.759  0.00
H  6.551  8.001  14.669  0.00
H  6.381  5.758  13.696  0.00
H  7.717  5.145  11.625  0.00
H  9.471  6.720  10.954  0.00
H  12.289  7.381  11.977  0.00
H  13.903  5.850  10.539  0.00
H  14.085  6.277  8.113  0.00
H  12.744  7.919  7.073  0.00
H  11.096  9.302  8.462  0.00
N  14.375  16.117  15.744  -0.01
C  14.280  14.811  15.606  0.03
N  15.201  14.201  14.933  0.00
S  12.792  14.102  16.129  -0.06
H  15.168  16.567  15.325  0.00
H  13.591  16.694  16.115  0.00
H  15.902  14.690  14.348  0.00
H  15.028  13.284  14.623  0.02
O  11.927  9.755  16.965  -0.06
C  10.833  10.312  16.768  0.01
N  10.712  11.501  16.204  0.02
C  9.369  11.929  16.219  0.01
O  8.959  12.957  15.806  0.00
C  8.580  10.832  16.819  0.00
C  7.207  10.705  17.063  0.00
C  6.750  9.527  17.580  0.00
C  7.720  8.536  17.982  0.00
C  9.088  8.583  17.669  0.00
C  9.476  9.821  17.119  -0.02
H  6.564  11.523  16.767  0.00
H  5.689  9.335  17.789  0.00
H  7.376  7.694  18.517  0.00
H  9.809  7.917  18.066  0.00

Properties
E_tot (Eh): -4665.49574
Strongest force on any atom (eV/A): 4.32
Spin multiplicity: 4
Frontier orbital gap (alpha / beta) (eV): 6.999 / 7.619
⟨S²⟩: 3.86
LUMO (alpha / beta) (eV): -3.14 / -2.52
Total charge: +1